Entry 1:
The following is a DFT calculation (ωB97M-V/def2-TZVPD) of a molecular structure, C29H31N7PdSe.

Properties
* multiplicity: 3
* E: -4036.243243 a.u.
* energy relative to the best compared isomer or geometry (same formula, charge and spin): 46.69 kJ/mol
* maximum force: 0.12 eV Å⁻¹
* E_LUMO (spin up / spin down): -0.037 / -0.037 hartree

CARTESIAN COORDINATES (ANGSTROEM)
H (-3.006633, -4.031083, 1.607352)
C (2.421504, -3.606005, -0.444406)
C (-0.198860, -3.263590, -2.393052)
N (-1.657260, -0.830453, -0.050777)
H (3.240394, -2.042235, -1.615676)
C (0.313011, 3.385113, -2.422236)
C (-2.635083, -3.122494, 1.152074)
C (1.019437, -2.037709, -4.034577)
H (0.581934, -0.382626, 1.751901)
H (0.799043, -4.181131, -4.051691)
N (2.691241, -2.338918, -0.828427)
H (-1.097595, 4.933378, -2.177269)
H (1.612714, -1.972849, -4.936171)
C (0.698336, -0.881282, -3.334300)
C (-2.162111, 3.150163, -1.806275)
C (-0.388932, 6.164810, 1.368312)
H (2.533324, 3.066207, 2.919744)
C (-2.929347, -1.880096, 1.667556)
N (-1.813566, -5.643136, -0.106517)
C (-0.884400, 3.983137, -1.677465)
H (1.511990, -1.316872, 2.928933)
C (-2.412242, -0.755189, 1.032559)
H (1.260285, -4.296514, 1.289056)
N (-0.131269, 2.070445, 0.632063)
H (-0.887721, 6.406062, -0.696732)
N (-0.032939, -0.882117, -2.226630)
H (0.751595, 2.538619, -1.873590)
H (-0.039445, -1.933918, 2.362956)
C (-1.466370, -4.483262, -0.589641)
C (1.750756, 2.318982, 3.066692)
C (0.390989, 2.991722, 3.274505)
H (-3.543424, -1.767987, 2.550352)
H (3.916194, -4.640792, -1.575385)
H (2.258620, -5.015995, -2.062742)
H (1.726979, 1.670821, 2.192370)
C (-0.233563, 3.386366, 0.791234)
H (0.125922, 5.620452, 3.376711)
H (0.022557, 3.045316, -3.419096)
H (-1.660485, 2.453385, 3.761087)
H (-2.386186, 2.954068, -2.857806)
H (-3.006632, 3.688559, -1.371671)
C (-1.832774, -3.210904, 0.015689)
C (1.550124, -2.096840, 0.937143)
H (1.105519, 4.128612, -2.528393)
Pd (-0.139583, 0.832453, -0.889950)
C (-0.567448, 4.351531, -0.238846)
C (1.664239, -3.490346, 0.697421)
C (-1.359128, -2.027335, -0.558677)
C (0.571908, -3.247592, -3.553675)
H (-2.594627, 0.245478, 1.408713)
C (-0.633550, 5.695955, 0.083246)
H (-0.447665, 7.224326, 1.582510)
H (-0.781909, 1.231581, 2.827784)
N (2.172001, -1.407465, -0.004253)
H (2.014408, 1.722498, 3.944453)
C (-0.502405, -2.052467, -1.764048)
H (0.492774, 3.651350, 4.143203)
H (2.906663, -5.671124, -0.562689)
C (-0.691700, 1.966969, 3.625367)
C (-0.068936, 5.258537, 2.372806)
C (-0.672080, -4.506425, -1.795895)
H (-2.074230, 2.190027, -1.292741)
H (1.040978, 0.089259, -3.670851)
Se (-1.153890, -6.886682, -1.203558)
C (2.900486, -4.793630, -1.207150)
H (-0.435920, 1.454805, 4.556756)
C (0.011977, 3.903203, 2.122255)
C (0.858421, -1.392994, 2.057723)
N (-0.386413, -5.684133, -2.277669)

Atomic forces in eV per Å
0.00 0.00 0.00
-0.03 -0.02 -0.05
0.02 0.10 -0.03
-0.02 0.00 0.00
0.00 -0.01 0.00
-0.02 0.04 0.04
0.01 -0.05 -0.02
0.02 -0.01 -0.07
0.02 -0.01 0.00
0.00 0.00 0.00
0.03 0.00 0.01
-0.01 0.00 0.00
-0.01 0.00 0.00
-0.02 0.05 0.04
0.00 -0.01 0.00
0.00 0.01 0.00
0.00 0.00 0.00
-0.05 0.01 0.06
-0.07 -0.02 -0.06
0.01 0.01 0.00
0.00 0.00 0.01
0.05 0.07 -0.07
0.02 0.00 0.01
0.00 0.05 -0.03
0.00 0.00 0.00
0.04 -0.02 0.02
0.03 -0.03 -0.03
0.01 0.00 -0.01
0.02 -0.03 -0.01
0.02 -0.01 0.00
-0.01 0.01 0.00
0.00 -0.01 0.00
0.00 0.00 0.00
-0.01 0.02 0.01
-0.01 0.00 0.01
0.00 -0.07 -0.03
0.00 0.00 0.00
-0.01 0.01 -0.01
0.00 0.00 0.00
0.00 0.01 0.00
0.00 0.00 0.00
0.02 0.11 0.01
-0.09 0.00 -0.07
0.01 -0.01 0.01
-0.07 0.00 0.02
-0.02 0.04 -0.01
0.01 0.04 0.07
-0.02 -0.06 0.05
-0.04 -0.01 0.04
0.00 0.00 0.00
0.01 -0.03 0.00
0.00 0.00 0.00
0.00 0.00 0.00
0.06 -0.03 0.01
0.00 0.00 0.00
0.00 -0.07 -0.02
-0.01 0.00 0.00
-0.01 0.00 -0.01
-0.01 -0.01 -0.01
0.00 -0.01 0.00
0.04 -0.05 0.03
0.00 0.00 0.00
0.02 0.00 0.01
0.09 0.02 0.05
0.02 -0.02 0.01
0.01 0.00 0.00
0.02 0.03 0.03
0.01 0.00 0.01
-0.09 -0.02 -0.03

=====

Entry 2:
The following is a DFT calculation (ωB97M-V/def2-TZVPD) of a molecular structure, C29H31NO4P at a distorted geometry.

Properties
* net charge: -1
* E: -1820.709785 a.u.
* maximum force: 7.07 eV Å⁻¹
* E_LUMO: 0.105 hartree

CARTESIAN COORDINATES (ANGSTROEM)
C (0.160482, -5.252158, -1.312833)
C (-1.491499, 0.326550, 3.978288)
C (-0.519308, -4.177434, -1.894826)
C (-2.860987, -4.700478, -0.408323)
C (0.821744, 1.043730, 3.178906)
C (-0.157150, -3.702202, -3.159152)
H (-2.558632, -4.314807, 1.695339)
H (0.392676, -0.534901, 4.585162)
C (-0.388475, -1.934996, 0.908483)
C (-3.500008, -5.508522, -1.363381)
H (1.222683, 0.231915, 2.561296)
C (1.990736, -1.648499, 1.601477)
P (-1.863630, -3.349340, -1.020355)
C (0.744171, -2.286540, 1.769531)
C (-0.861728, 1.438137, 1.249532)
C (-1.350420, -0.001360, 1.378625)
N (-1.124182, -2.737862, 0.312573)
C (0.598365, -3.278073, 2.759455)
H (-0.341495, 1.489824, 0.278557)
O (-2.401173, 0.533801, -0.684939)
H (-2.452960, 1.626836, -3.127322)
C (1.646720, -3.533472, 3.642354)
C (1.475307, -5.485260, -3.334388)
H (-3.589546, 2.491380, -2.057531)
H (-1.730743, 2.111907, 1.149049)
H (-0.540919, 2.708957, 2.955364)
H (0.100976, 1.093843, 5.199530)
H (-1.974336, 1.300374, 3.815360)
H (-1.997265, -0.175414, 4.811726)
H (-4.325037, -8.124221, 0.658410)
C (3.033085, -1.915630, 2.485922)
O (-3.628279, -0.694508, 0.782139)
H (-0.359587, -3.797218, 2.839990)
H (-4.199350, 1.446063, -3.343716)
H (3.671665, -3.043774, 4.214017)
H (-3.347523, -6.586890, 2.374558)
C (-0.008726, 0.453801, 4.312906)
C (-2.908636, -5.027658, 0.948130)
H (-3.242026, -0.546261, -2.200390)
H (-0.083184, -5.573073, -0.298527)
C (-3.409145, 1.560968, -2.601749)
C (-1.703711, -0.556832, 2.752371)
C (2.857299, -2.842902, 3.515247)
H (1.506850, -4.273704, 4.432220)
C (-4.034965, -6.736721, -0.974210)
H (2.107027, -0.925137, 0.788412)
C (-3.400333, -6.284645, 1.327658)
H (-4.509958, -7.378683, -1.718824)
H (3.983766, -1.394754, 2.360581)
C (1.148458, -5.920424, -2.043901)
H (-4.413316, 0.312201, -1.155797)
H (1.115382, -3.997469, -4.870442)
H (-0.493990, -0.730714, 0.737149)
C (0.053507, 2.040639, 2.316915)
C (-3.452845, 0.384972, -1.672614)
C (0.840028, -4.363362, -3.881034)
H (1.656019, -6.779105, -1.601605)
H (-3.546834, -5.176395, -2.400905)
C (-2.604709, -0.116800, 0.487893)
H (0.778594, 2.674512, 1.791972)
O (-2.578378, -2.393216, -1.905822)
O (-2.094726, -1.700368, 2.910920)
C (-3.948978, -7.141974, 0.365889)
H (2.234502, -6.015923, -3.910652)
H (-0.661690, -2.825182, -3.567117)
H (1.701770, 1.550357, 3.601977)

Atomic forces in eV per Å
0.26 -0.18 -0.49
-0.16 -0.36 0.03
0.32 0.00 0.00
-0.59 -0.27 0.00
0.42 0.13 -0.15
0.15 -0.37 0.02
0.18 -0.17 -0.28
-0.16 0.18 -0.05
3.95 1.14 -3.76
0.19 -0.27 0.51
-0.24 0.39 0.08
-0.67 -0.29 0.17
0.56 2.63 1.63
0.12 -0.96 1.43
-0.07 0.21 -0.30
-5.58 3.10 3.03
-1.69 -3.33 -0.81
0.44 0.46 -0.02
-0.04 0.09 0.14
-0.59 0.01 -0.40
-0.04 0.03 0.08
-0.08 -0.05 -0.18
-0.15 0.17 0.11
0.09 0.04 -0.08
0.28 -0.05 -0.15
0.24 -0.09 0.03
-0.05 -0.09 -0.03
0.22 -0.12 0.09
-0.02 0.12 -0.17
0.10 0.26 -0.06
0.00 -0.23 -0.11
-0.15 0.16 -0.52
0.28 0.26 0.03
-0.03 0.03 -0.11
-0.21 0.08 -0.17
-0.14 0.08 -0.26
0.10 0.14 0.34
-0.05 -0.62 -0.03
-0.28 0.13 0.15
-0.03 0.09 -0.29
0.00 0.33 -0.01
0.71 1.48 -1.44
-0.06 -0.05 -0.03
0.15 0.19 -0.15
-0.03 0.14 0.17
-0.10 -0.19 0.30
-0.22 0.19 -0.31
0.12 0.13 0.25
-0.21 -0.17 0.10
-0.17 0.25 -0.02
0.13 -0.05 -0.07
-0.02 -0.14 0.21
1.26 -2.28 -0.64
0.27 0.13 0.06
0.29 -0.23 0.29
0.02 -0.11 0.23
-0.08 0.23 -0.16
0.10 -0.13 0.21
1.64 -0.65 1.35
-0.08 0.06 0.16
-0.04 -0.83 -0.53
-0.45 -0.66 0.38
0.12 0.19 -0.09
-0.17 0.15 0.15
0.03 -0.29 0.14
-0.10 -0.12 -0.01

=====

Entry 3:
The following is a DFT calculation (ωB97M-V/def2-TZVPD) of a molecular structure, C29H32BN12O3W.

Properties
* net charge: +3
* E: -2098.064405 a.u.
* energy relative to the best compared isomer or geometry (same formula, charge and spin): 266.67 kJ/mol
* maximum force: 0.88 eV Å⁻¹
* E_LUMO (spin up / spin down): -0.411 / -0.411 hartree

CARTESIAN COORDINATES (ANGSTROEM)
H (-4.547595, 1.438903, 0.060648)
H (0.339996, 3.966447, -3.549549)
O (-1.208731, 1.210928, 1.991661)
N (0.677364, 3.478625, 0.434841)
H (1.428054, -1.903454, 3.194812)
H (-0.923001, 4.439748, -0.922871)
C (2.465900, 3.825936, 1.698455)
C (0.427345, 2.958306, -3.176888)
C (3.101822, -3.105114, 1.568637)
H (0.957129, 1.651986, -4.886944)
C (2.562518, -1.194903, 0.090101)
H (-1.466035, -5.754143, -3.196624)
C (-2.571657, 2.374420, -0.116361)
H (4.753463, 1.122400, -2.364941)
H (-4.043784, 3.507440, 5.104760)
H (-2.807130, 2.603207, 3.179516)
N (0.681932, -0.370914, 2.087061)
H (-0.092369, -4.698686, -2.846763)
N (-1.204640, -3.073449, -1.074191)
C (2.330654, -1.968441, 1.261124)
C (-3.055582, 0.203112, 0.862663)
C (3.733509, -1.434359, -0.655020)
N (0.232816, 2.682114, -1.888408)
C (4.112774, -3.451069, 0.708631)
H (-1.192824, -1.881442, -5.135427)
H (-3.134889, -3.973995, -2.650990)
H (2.687606, 1.654328, 2.146236)
C (2.187051, 2.475652, 1.658807)
C (-1.561454, 1.316280, 4.393272)
H (1.342022, 5.458835, 0.642495)
H (-2.991790, 3.330525, -0.424663)
C (-1.953433, 1.401449, 6.760687)
C (-2.571700, 2.263445, 4.179055)
C (-3.495462, 1.314829, 0.277903)
H (-1.724182, 1.073629, 7.764860)
H (-0.074799, -3.162048, -5.582057)
N (-0.636474, -2.176931, -0.373928)
C (4.426017, -2.609518, -0.362307)
C (3.920264, 0.683773, -1.824766)
H (4.713102, -4.332616, 0.883750)
N (0.393453, 1.350943, -1.678802)
C (-1.645660, -1.149847, -1.982733)
H (3.775710, 1.219740, -0.884465)
C (-0.646880, -2.748366, -4.753359)
H (5.275965, -2.830798, -0.996969)
O (1.658637, -0.276433, -0.234824)
H (-0.231100, -5.474293, -4.418719)
N (1.094479, 2.268482, 0.892565)
H (0.895958, -0.261021, -2.948958)
H (-2.233388, -4.163075, -4.972677)
O (4.292785, -0.673507, -1.596586)
H (3.258475, 4.317216, 2.235517)
C (-0.801420, -5.001401, -3.620457)
H (-2.027006, -0.401108, -2.656948)
N (-0.886875, -0.962471, -0.914795)
B (-0.390073, 3.405315, -0.682153)
C (0.698682, 0.795555, -2.862603)
C (1.467215, -1.447994, 2.210762)
H (0.083014, -2.413899, -4.006411)
C (-3.264790, 2.774215, 5.258838)
C (-1.251325, 0.885311, 5.692243)
H (3.027366, 0.740122, -2.437685)
N (-1.841086, -2.453886, -2.085279)
H (2.898882, -3.667243, 2.470091)
H (-3.215968, -2.493336, -3.622232)
H (-3.502538, 2.744129, 7.388505)
H (-3.699451, -0.644898, 1.064275)
N (0.149599, -0.054194, 3.326627)
N (-1.717616, 0.026551, 1.305702)
H (-0.470179, 0.153975, 5.846595)
C (-0.816136, 0.766417, 3.293863)
N (-1.301852, 2.245159, -0.177112)
C (1.491489, 4.422164, 0.900092)
C (-2.543300, -3.208813, -3.149812)
C (-1.576336, -3.810215, -4.172724)
W (0.000265, 0.559402, 0.349546)
C (-2.956668, 2.342824, 6.545035)
C (0.733867, 1.774042, -3.841227)

Atomic forces in eV per Å
0.00 0.03 -0.02
-0.01 0.01 0.01
0.10 -0.05 0.06
0.02 0.02 -0.09
0.01 -0.01 -0.01
0.03 -0.03 -0.02
-0.03 0.02 -0.02
0.05 -0.06 0.02
0.04 -0.03 -0.05
0.00 -0.01 0.00
0.01 0.03 -0.14
0.00 0.00 0.00
-0.17 -0.05 0.07
0.01 0.00 0.02
0.00 0.00 0.01
0.00 0.00 0.00
-0.11 -0.05 0.05
0.00 0.00 0.01
-0.04 0.12 -0.05
-0.04 0.02 0.12
0.05 0.00 0.03
0.16 0.04 0.20
-0.10 -0.04 -0.15
-0.05 0.02 0.00
0.00 0.00 0.00
0.01 0.01 0.04
-0.01 0.00 0.01
0.03 0.00 0.01
0.06 -0.04 -0.09
-0.01 0.00 -0.01
-0.02 -0.01 0.01
0.02 -0.02 -0.01
-0.03 0.03 -0.01
0.19 0.14 -0.05
0.00 0.00 0.00
0.00 0.00 0.00
-0.05 -0.21 -0.11
0.01 0.04 0.04
0.07 0.08 0.12
0.01 0.00 0.00
-0.17 -0.17 0.16
0.09 0.00 0.06
0.00 -0.02 0.02
0.00 -0.01 -0.02
0.01 -0.01 0.01
-0.26 0.01 0.09
0.00 0.00 0.00
-0.13 -0.16 -0.12
0.02 0.00 0.01
0.00 -0.02 0.01
-0.22 -0.14 -0.32
0.00 0.00 0.00
0.01 0.00 -0.01
0.00 0.01 0.00
0.05 -0.05 -0.11
0.07 0.07 0.12
0.11 0.00 -0.05
0.03 0.00 -0.05
0.00 0.00 0.00
0.02 -0.02 0.00
-0.01 0.01 0.04
-0.02 0.03 0.00
-0.03 -0.11 0.01
0.01 0.00 0.00
0.00 0.02 0.04
0.00 0.00 0.00
0.07 -0.04 0.05
0.03 -0.07 -0.04
-0.12 -0.10 -0.18
0.00 0.00 0.00
-0.11 0.07 0.09
0.07 -0.17 0.04
0.03 -0.01 0.03
-0.02 -0.03 -0.04
0.04 0.04 0.00
0.26 0.84 0.10
-0.01 0.01 -0.01
-0.01 0.02 0.03

=====

Question: The lowest maximum force belongs to which entry?
Answer: C29H31N7PdSe

=====

Question: The lowest maximum force belongs to which entry?
Answer: C29H31N7PdSe